Entry 1:
The following is a DFT calculation (ωB97M-V/def2-TZVPD) of 2 unconnected molecules or ions with the total composition C26H34Br2ClF7N5O4P in a non-equilibrium geometry.

Calculated values
Kohn-Sham gap in eV: 6.97
SMILES: [H]/N=C(/N)NCCCCc1c(CCCCl)cc2nc(CC[C@](F)(Br)C(F)(F)Br)c(C(F)(F)C(F)F)nc2c1P(=O)(O)O.C1CCOC1

The geometry in ORCA input format:
```
! wB97M-V def2-TZVPD RIJCOSX def2/J DEFGRID3
* xyz 0 1
N 1.341 -2.182 5.698
C 1.652 -0.873 5.347
N 3.098 -0.544 4.967
N 0.585 0.216 5.318
C -0.349 0.069 4.132
C -0.895 1.514 3.543
C -2.542 1.569 3.452
C -3.094 1.657 1.877
C -2.330 0.499 0.966
C -1.139 1.017 -0.034
C -0.654 2.599 -0.212
C -1.817 3.287 -1.197
C -1.684 4.916 -1.321
Cl -0.045 5.403 -2.074
C -0.346 -0.083 -0.954
C -0.657 -1.726 -0.907
N 0.175 -2.571 -1.832
C -0.228 -4.000 -1.597
C 0.571 -5.140 -2.525
C 1.987 -5.565 -1.816
C 3.040 -4.297 -1.601
F 2.669 -3.474 -0.389
Br 3.349 -3.207 -3.251
C 4.491 -5.016 -1.182
F 4.364 -5.789 0.109
F 5.022 -5.884 -2.268
Br 5.762 -3.503 -0.826
C -1.339 -4.579 -0.559
C -1.655 -6.209 -0.412
F -2.456 -6.614 -1.611
F -0.442 -7.029 -0.189
C -2.605 -6.434 0.946
F -4.056 -6.321 0.669
F -2.338 -7.862 1.359
N -2.157 -3.658 0.298
C -1.816 -2.206 0.130
C -2.694 -1.131 1.064
P -4.086 -1.678 2.287
O -5.379 -0.716 2.222
O -3.495 -1.820 3.957
O -4.730 -3.288 1.913
H 0.311 -2.268 5.914
H 3.146 0.283 4.325
H 3.557 -1.381 4.495
H -0.037 0.028 6.161
H -1.298 -0.512 4.507
H 0.110 -0.588 3.247
H -0.346 1.792 2.545
H -0.564 2.339 4.340
H -3.091 0.754 4.087
H -2.852 2.617 3.931
H -4.271 1.605 1.807
H -2.816 2.766 1.534
H -0.657 3.154 0.844
H 0.425 2.695 -0.695
H -1.681 2.729 -2.243
H -2.850 2.918 -0.734
H -1.944 5.487 -0.328
H -2.511 5.258 -2.111
H 0.524 0.301 -1.677
H -0.152 -6.036 -2.759
H 0.775 -4.596 -3.565
H 2.471 -6.434 -2.470
H 1.858 -6.042 -0.731
H -2.233 -5.782 1.864
H -3.571 -2.779 4.235
H -5.420 -3.229 1.188
C 2.567 7.904 -5.455
C 3.967 7.903 -4.896
C 3.783 7.172 -3.584
O 2.704 6.246 -3.770
C 2.046 6.556 -5.007
H 2.527 8.037 -6.539
H 1.982 8.705 -4.988
H 4.628 7.327 -5.555
H 4.392 8.902 -4.773
H 3.497 7.861 -2.782
H 4.683 6.632 -3.276
H 2.303 5.772 -5.727
H 0.963 6.552 -4.859
*
```

---

Entry 2:
The following is a DFT calculation (ωB97M-V/def2-TZVPD) of a molecular structure, C26H34BrCaCl2NNaO5 in a non-equilibrium geometry.

Calculated values
Kohn-Sham gap (spin up / spin down) in eV: 7.01 / 5.00

The geometry in ORCA input format:
```
! wB97M-V def2-TZVPD RIJCOSX def2/J DEFGRID3
* xyz 2 2
C 1.402 1.424 0.677
C 0.321 0.769 -0.210
C -1.023 1.382 0.284
C 0.385 -0.740 0.092
C 0.190 -1.756 -1.052
C -1.257 -2.342 -1.121
O -2.157 -1.642 -0.227
C -3.467 -1.719 -0.563
C -4.105 -2.935 -0.848
C -5.446 -2.922 -1.234
C -6.175 -1.731 -1.340
C -5.529 -0.540 -1.008
C -4.206 -0.550 -0.621
C 1.103 -2.989 -0.703
C 1.304 -3.843 -1.934
C 1.458 -5.421 -1.690
O 0.230 -4.569 -2.258
C 0.601 -1.225 -2.447
C 0.140 0.258 -2.650
C 0.829 0.771 -3.964
C -1.368 0.378 -2.905
N 0.646 1.136 -1.598
O 0.444 2.366 -1.870
H 2.361 1.157 0.231
H 1.331 1.089 1.701
H 1.306 2.500 0.575
H -1.552 1.925 -0.497
H -0.826 2.090 1.082
H -1.688 0.629 0.694
H -0.285 -0.940 0.917
H 1.381 -0.925 0.488
H -1.652 -2.253 -2.134
H -1.272 -3.400 -0.890
H -3.536 -3.850 -0.784
H -5.962 -3.850 -1.496
H -7.197 -1.687 -1.684
H -6.017 0.419 -1.081
H -3.698 0.374 -0.382
H 2.093 -2.676 -0.381
H 0.579 -3.616 0.008
H 1.944 -3.439 -2.708
H 0.822 -6.278 -1.463
H 1.598 -5.198 -0.598
H 1.689 -1.222 -2.480
H 0.187 -1.833 -3.252
H 0.697 0.019 -4.736
H 0.351 1.684 -4.288
H 1.890 0.882 -3.777
H -1.718 -0.433 -3.553
H -1.966 0.381 -2.003
H -1.570 1.292 -3.454
C 2.230 5.405 4.411
C 1.461 4.604 3.670
C 1.111 3.239 4.136
O 0.412 2.512 3.456
C 1.642 2.794 5.444
C 2.409 3.590 6.185
C 2.761 4.959 5.729
O 3.455 5.687 6.397
H 2.504 6.404 4.102
H 1.046 4.891 2.697
H 1.371 1.794 5.757
H 2.808 3.285 7.144
Na -0.107 -1.542 -4.960
C 5.418 0.673 1.614
Cl 4.154 0.876 2.841
Cl 7.028 0.657 2.324
H 5.253 -0.270 1.106
H 5.352 1.499 0.916
Br 2.430 5.896 1.343
Ca -6.346 -3.355 0.825
*
```

---

Entry 3:
The following is a DFT calculation (ωB97M-V/def2-TZVPD) of a molecular structure, C26H34BrCsN7O6PS2 in a non-equilibrium geometry.

Calculated values
Kohn-Sham gap in eV: 4.78
Energy relative to the best compared isomer or geometry (same formula, charge and spin) in kJ/mol: 111.0

The geometry in ORCA input format:
```
! wB97M-V def2-TZVPD RIJCOSX def2/J DEFGRID3
* xyz -2 1
Cs -0.738 -1.084 -0.079
C 5.337 -1.417 0.047
C 3.841 -1.232 0.130
N 3.328 -0.152 0.568
O 4.306 0.800 0.896
C 2.938 -2.313 -0.313
C 3.465 -3.715 -0.494
N 1.718 -1.974 -0.556
O 0.859 -2.875 -0.972
H 5.786 -0.505 -0.348
H 5.600 -2.255 -0.592
H 5.754 -1.585 1.042
H 3.747 1.536 1.160
H 4.031 -4.041 0.382
H 4.109 -3.801 -1.375
H 2.611 -4.375 -0.639
S -3.622 1.136 3.746
C -3.587 0.147 2.367
S -3.244 0.781 0.799
C -3.881 -1.234 2.461
C -3.755 -2.061 1.335
N -3.653 -2.800 0.448
C -4.330 -1.886 3.630
N -4.727 -2.480 4.541
C -5.175 3.930 -5.193
C -4.505 4.838 -4.165
N -3.396 4.180 -3.488
C -3.731 3.465 -2.249
C -3.310 4.212 -0.987
C -2.159 4.363 -4.017
O -2.009 5.051 -5.030
C -0.937 3.781 -3.370
C 0.218 4.561 -3.447
C 1.392 4.117 -2.871
C 1.391 2.880 -2.239
N 0.325 2.094 -2.224
C -0.800 2.526 -2.774
H -5.997 4.453 -5.685
H -5.569 3.029 -4.721
H -4.443 3.640 -5.946
H -5.222 5.153 -3.405
H -4.120 5.721 -4.670
H -3.316 2.460 -2.252
H -4.814 3.343 -2.245
H -2.237 4.399 -0.992
H -3.542 3.608 -0.107
H -3.831 5.169 -0.912
H 0.167 5.513 -3.957
H 2.292 4.718 -2.916
H 2.277 2.489 -1.749
H -1.604 1.801 -2.759
C 1.537 -3.714 -3.903
O 0.357 -2.969 -4.161
P -0.109 -1.744 -3.124
O -1.590 -2.340 -2.753
C -1.750 -3.653 -2.220
O -0.665 -0.693 -4.256
C -1.681 -1.009 -5.195
H 1.318 -4.774 -4.058
H 1.874 -3.578 -2.875
H 2.334 -3.414 -4.592
H -2.662 -3.663 -1.627
H -0.907 -3.931 -1.588
H -1.821 -4.374 -3.041
H -1.702 -0.199 -5.925
H -2.655 -1.080 -4.706
H -1.472 -1.954 -5.701
Br -0.478 4.458 5.744
C -0.212 3.356 4.209
C 0.843 2.462 4.197
C 1.042 1.740 3.032
N 0.304 1.897 1.933
C -0.713 2.743 1.985
C -1.047 3.481 3.121
H 1.500 2.350 5.048
H 1.849 1.016 2.963
H -1.280 2.875 1.078
H -1.903 4.133 3.126
*
```